{
  "formula": "C22H66N6O10",
  "method": "wB97M-V/def2-TZVPD",
  "symbols": ["C", "O", "C", "C", "C", "N", "H", "H", "H", "H", "H", "H", "H", "H", "H", "H", "H", "C", "O", "C", "C", "C", "N", "H", "H", "H", "H", "H", "H", "H", "H", "H", "H", "H", "N", "C", "N", "O", "H", "H", "H", "H", "N", "C", "N", "O", "H", "H", "H", "H", "C", "C", "O", "H", "H", "H", "H", "H", "H", "C", "C", "O", "H", "H", "H", "H", "H", "H", "C", "C", "O", "H", "H", "H", "H", "H", "H", "C", "C", "O", "H", "H", "H", "H", "H", "H", "C", "C", "O", "H", "H", "H", "H", "H", "H", "C", "C", "O", "H", "H", "H", "H", "H", "H"],
  "positions_angstrom": [[4.718, 6.084, 1.817], [4.557, 6.288, 0.437], [3.826, 5.200, -0.298], [2.382, 5.319, 0.141], [1.705, 4.171, -0.684], [1.908, 6.588, -0.388], [5.464, 6.740, 2.264], [5.179, 5.112, 1.989], [3.849, 6.048, 2.474], [3.999, 5.403, -1.354], [4.220, 4.219, -0.033], [2.306, 5.281, 1.227], [2.091, 3.164, -0.522], [1.944, 4.448, -1.710], [0.616, 4.185, -0.629], [1.934, 6.511, -1.394], [2.739, 7.157, -0.305], [-6.069, -0.107, -0.340], [-5.087, -0.144, 0.711], [-4.972, -1.417, 1.414], [-3.909, -2.327, 0.874], [-3.646, -3.612, 1.646], [-2.680, -1.556, 0.710], [-7.011, 0.084, 0.175], [-6.152, -1.011, -0.943], [-5.903, 0.839, -0.854], [-4.626, -1.208, 2.427], [-5.947, -1.899, 1.475], [-4.156, -2.427, -0.183], [-4.338, -4.314, 1.180], [-3.830, -3.572, 2.720], [-2.639, -3.999, 1.489], [-2.412, -1.802, -0.232], [-2.944, -0.583, 0.647], [1.804, 0.192, -0.547], [0.550, -0.084, -0.398], [-0.004, 0.702, 0.519], [0.081, -0.913, -1.081], [2.245, -0.265, -1.332], [2.349, 0.523, 0.236], [-0.979, 0.571, 0.747], [0.551, 1.479, 0.848], [5.329, -3.530, -1.787], [4.486, -2.583, -2.140], [5.058, -1.669, -2.873], [3.353, -2.596, -1.813], [6.171, -3.636, -2.336], [4.889, -4.370, -1.439], [6.047, -1.539, -3.032], [4.472, -0.861, -3.028], [3.876, 2.009, 3.281], [2.980, 1.734, 2.105], [3.662, 1.766, 0.886], [3.172, 2.037, 4.112], [4.387, 2.970, 3.338], [4.682, 1.278, 3.351], [2.149, 2.439, 2.140], [2.560, 0.729, 2.113], [4.503, 1.315, 0.997], [0.519, -1.916, 3.501], [-0.126, -3.173, 2.938], [-0.267, -2.792, 1.628], [-0.017, -1.021, 3.186], [1.553, -1.844, 3.164], [0.496, -1.884, 4.590], [-1.085, -3.342, 3.428], [0.599, -3.983, 3.023], [-1.084, -2.347, 1.393], [0.890, -2.358, -3.769], [0.967, -3.405, -4.818], [-0.153, -4.390, -4.770], [-0.056, -1.819, -3.714], [1.470, -1.503, -4.115], [1.183, -2.755, -2.797], [1.850, -4.042, -4.767], [0.913, -2.885, -5.774], [-0.961, -3.873, -4.741], [-1.643, 1.751, 3.256], [-2.959, 1.090, 2.856], [-3.036, 1.136, 1.437], [-0.759, 1.139, 3.079], [-1.854, 2.001, 4.295], [-1.512, 2.663, 2.673], [-3.875, 1.542, 3.237], [-2.989, 0.085, 3.276], [-3.830, 0.630, 1.247], [-3.103, 1.252, -2.342], [-2.256, 2.395, -1.972], [-2.734, 2.966, -0.840], [-3.330, 0.621, -1.483], [-2.694, 0.530, -3.049], [-4.129, 1.563, -2.536], [-2.243, 3.052, -2.841], [-1.220, 2.150, -1.738], [-2.645, 2.282, -0.171], [-2.382, -5.210, -1.963], [-1.262, -4.283, -1.388], [-1.568, -2.939, -1.592], [-3.317, -5.072, -1.420], [-1.943, -6.161, -1.661], [-2.542, -5.144, -3.039], [-0.393, -4.433, -2.028], [-1.030, -4.566, -0.361], [-0.931, -2.269, -1.332]],
  "mulliken_charge": [-0.6854, -0.4379, -0.5396, 0.2958, -1.3411, -0.7725, 0.3510, 0.2225, 0.2997, 0.4155, 0.2083, 0.3152, 0.1896, 0.4227, 0.3796, 0.3356, 0.3344, -0.9038, -0.4442, -1.1192, 1.0448, -1.6904, 0.7108, 0.3259, 0.3025, 0.3591, 0.2059, 0.5261, 0.3309, 0.3844, 0.3615, 0.2341, 0.0148, -0.7944, -0.2463, -0.0331, 1.3650, -0.5135, 0.0152, 0.0461, -0.5752, -0.2052, -0.4886, 0.4705, -0.3839, -0.4180, 0.1752, 0.2513, 0.1781, 0.2416, -1.4299, 0.1178, -0.4551, 0.3988, 0.2772, 0.3987, 0.0444, 0.3996, 0.2093, -0.7032, -0.2672, -0.2934, -0.1422, 0.1995, 0.5336, 0.2654, 0.3003, 0.1461, -0.4153, -0.5428, -0.5420, 0.3023, 0.4216, -0.0682, 0.2407, 0.3180, 0.2931, -1.1209, -0.2809, -0.4671, 0.0134, 0.4956, 0.2617, 0.4446, 0.2198, 0.5837, -0.5151, 0.1622, -0.6530, -0.2110, 0.3238, 0.2753, 0.4396, -0.1192, 0.4454, -1.3293, 0.0105, -0.5520, 0.2800, 0.4246, 0.2341, 0.4137, 0.1443, 0.3477],
  "de_lowest_kj_mol": 250.7,
  "fmax_ev_per_a": 5.832,
  "homo_ha": -0.33053,
  "energy_ha": -1958.60527,
  "gap_ev": 9.2,
  "spin_multiplicity": 1
}